1.
15
Properties=species:S:1:pos:R:3:nbo_charge:R:1 method="wB97M-V/def2-TZVPD" smiles="S=[PH]1CCCC1" homo_ev=-8.6 e_above_lowest_kcal_mol=18.03
H -0.129 -1.691 1.496 0.251
H -0.200 2.228 0.027 0.222
H 0.645 0.990 -2.026 0.250
P 0.470 -1.204 -0.726 1.037
S 2.000 -2.371 -0.483 -0.564
H -1.585 -1.019 0.531 0.225
H 0.457 0.432 1.781 0.212
C -0.373 0.515 1.190 -0.397
C 0.859 0.574 -0.936 -0.758
H -1.260 1.015 -0.857 0.195
C -0.297 1.200 -0.199 -0.397
H -0.577 -1.430 -1.807 -0.032
H -1.207 0.802 1.670 0.207
C -0.593 -0.989 0.798 -0.707
H 1.791 0.949 -0.457 0.256

2.
13
Properties=species:S:1:pos:R:3:nbo_charge:R:1 method="wB97M-V/def2-TZVPD" homo_ev=-9.1 e_above_lowest_kcal_mol=70.29
H -2.206 0.698 0.775 0.374
C -0.736 -0.189 -0.118 0.563
H 1.494 1.734 -0.758 0.484
H 2.592 -0.748 -0.158 0.204
H 1.207 -2.065 -0.102 0.252
C 1.532 -0.986 0.210 -0.441
N -1.506 1.031 0.074 -0.840
H -0.917 1.734 0.511 0.390
N -1.249 -1.335 -0.072 -0.763
N 0.616 -0.022 -0.336 -0.172
H -2.312 -1.318 -0.157 0.352
O 1.080 1.281 0.044 -0.596
H 1.704 -0.949 1.321 0.192

3.
13
Properties=species:S:1:pos:R:3:nbo_charge:R:1 method="wB97M-V/def2-TZVPD" smiles="CC=O.CS" homo_ev=-8.7 e_above_lowest_kcal_mol=15.07
H 1.352 -0.122 3.558 0.212
H -2.300 2.271 -3.472 0.220
S 1.292 -1.624 1.606 -0.063
H 0.190 -1.347 0.917 0.135
C -1.746 0.691 -2.029 0.445
H 0.619 0.590 2.122 0.228
H 2.409 0.385 2.257 0.215
H -1.567 2.833 -1.879 0.244
C 1.431 -0.034 2.478 -0.728
H -0.622 1.966 -3.081 0.243
H -2.625 0.070 -2.286 0.108
O -0.884 0.264 -1.310 -0.530
C -1.621 2.076 -2.649 -0.731

4.
87
Properties=species:S:1:pos:R:3:mulliken_charge:R:1 method="wB97M-V/def2-TZVPD" charge=-2 homo_ev=-3.6 e_above_lowest_kcal_mol=0.00
O 0.614 -2.218 -0.898 -1.017
C 1.101 1.090 -3.465 -0.398
C -2.910 3.202 -0.916 1.674
H 4.358 -4.093 -1.419 0.459
C 1.773 -0.670 3.912 -0.776
H -2.561 -1.137 -4.525 0.422
O 1.834 1.904 -0.553 -0.509
O -2.276 1.207 3.752 -0.890
H -1.456 -1.998 4.069 0.446
O -1.600 2.308 0.812 -1.699
P 2.219 -0.484 1.171 1.633
H 3.817 1.200 1.939 0.513
H -2.460 5.272 -1.405 0.366
H 2.464 -2.960 6.311 0.345
H -3.518 2.376 2.423 0.455
C -2.095 4.270 -1.637 -2.116
H 3.495 -4.085 4.354 0.385
N -2.042 -0.868 -2.476 -0.237
C 2.358 -1.291 2.809 0.966
C 2.449 -2.487 5.337 -0.574
O -2.865 -0.812 2.291 -0.293
C -4.359 3.243 -1.368 -2.015
C 0.176 0.820 -4.640 -1.055
B -1.518 1.529 -0.291 0.714
H 2.128 1.625 2.254 0.507
H -4.895 2.356 -1.039 0.342
C -1.306 0.599 -4.338 0.506
H -3.088 5.297 1.068 0.340
H -2.205 -1.832 -2.208 0.042
C 3.022 -3.117 4.243 -0.725
H -4.710 3.329 1.479 0.348
P -1.682 -0.037 3.225 -0.193
N 1.262 -0.004 -2.506 -0.137
O 3.631 3.017 0.202 -0.837
C -2.711 3.212 0.638 1.830
C 4.597 -0.401 -0.333 -0.716
H 6.211 -2.668 -2.271 0.362
C 2.814 1.210 1.513 -0.896
H -4.223 1.690 0.977 0.327
H 2.662 -3.164 0.048 0.380
O -3.960 -2.587 0.987 -0.611
C 1.821 -1.260 5.164 -0.728
H -1.042 4.201 -1.360 0.347
Te -0.430 -3.588 -0.274 1.600
O -1.564 -2.103 0.565 0.761
F 1.083 -4.815 -0.379 -0.454
H -2.175 4.106 -2.713 0.494
F -0.436 -4.271 -2.089 -0.437
H -4.401 3.287 -2.458 0.440
H 3.417 -3.045 2.152 0.300
C -1.720 -0.811 -3.896 -0.987
H -0.916 -1.530 -4.072 0.403
H 4.674 0.641 -0.051 0.298
H -2.155 4.418 2.296 0.483
C 3.491 -2.536 -0.251 -0.363
H 2.097 0.208 -1.967 0.041
O -1.499 -1.089 4.419 -0.601
F -2.358 -3.661 -0.982 -0.614
C -3.877 2.624 1.421 -1.828
H 0.563 -0.012 -5.242 0.335
H 0.257 1.714 -5.268 0.442
H -1.863 0.856 -5.245 0.305
H -1.620 1.304 -3.564 -0.430
H -3.734 -3.198 0.262 0.371
C 3.565 -1.201 0.160 0.696
C 5.545 -0.929 -1.203 -0.847
H 1.373 -0.919 -2.929 0.169
H -1.372 4.910 0.793 0.376
H 0.746 1.962 -2.910 0.123
H 6.333 -0.290 -1.583 0.419
C 2.972 -2.526 2.989 -0.337
H -4.860 4.126 -0.965 0.389
H 2.077 1.369 -3.882 0.438
O -2.237 -3.232 2.811 -0.839
C 5.475 -2.259 -1.587 -0.592
Tl -0.045 -0.109 -0.304 3.497
C -2.304 4.551 1.225 -2.071
F 0.370 -3.427 1.447 -0.490
P -2.602 -2.277 1.755 0.497
C 2.763 2.140 0.277 0.119
H 1.233 0.258 3.790 0.269
F -1.225 -5.111 0.493 -0.365
H -2.907 -0.377 -2.277 0.104
C 4.446 -3.060 -1.108 -1.103
O -2.349 1.923 -1.309 -0.837
O -0.488 -0.035 2.325 0.177
H 1.334 -0.772 5.999 0.362

5.
46
Properties=species:S:1:pos:R:3:nbo_charge:R:1 method="wB97M-V/def2-TZVPD" charge=+1 homo_ev=-12.4 e_above_lowest_kcal_mol=25.19
H 2.148 0.449 2.315 0.478
O -0.742 2.112 -0.948 -0.996
H 1.400 3.733 1.195 0.502
H 2.906 1.489 3.254 0.483
O 1.135 -1.718 -3.330 -0.998
O -0.557 0.666 -3.138 -1.018
H -3.570 2.857 -0.219 0.506
H -0.292 2.078 1.810 0.516
C -2.267 -2.857 0.250 -0.612
H -1.341 1.798 -0.257 0.506
C -0.972 -3.104 0.991 -0.447
H 1.442 2.132 -1.718 0.493
H 3.991 -1.724 1.805 0.481
H 2.806 2.344 -2.123 0.499
H -1.349 2.618 -1.531 0.524
H -2.819 -1.995 0.540 0.193
H 3.323 -2.945 2.297 0.483
H -3.425 -0.258 0.691 0.483
N 1.240 -0.598 -0.692 -0.488
O 2.284 1.633 -1.718 -0.960
H -1.062 -2.530 1.945 0.243
H 1.460 -1.779 -4.238 0.484
H -2.991 -3.679 0.420 0.234
C 1.939 -1.722 -0.767 0.338
H -1.103 1.755 3.148 0.497
H 1.575 -3.717 -0.320 0.443
O -0.901 1.466 2.255 -1.007
N 1.228 -2.776 -0.358 -0.477
H -2.462 0.849 1.402 0.510
C 0.129 -0.919 0.129 -0.109
H -2.258 -2.975 -0.849 0.228
H -0.538 1.026 -2.207 0.501
C 0.130 -2.273 0.337 0.169
H -0.698 -0.221 0.236 0.254
O -3.079 0.632 0.681 -1.004
O -3.015 3.333 -0.847 -0.978
O 0.681 3.753 1.834 -0.967
H -2.816 4.226 -0.539 0.484
H 2.878 -1.826 -1.332 0.253
O 3.171 -2.224 1.669 -0.957
H 0.578 -0.924 -3.242 0.503
O 2.227 1.367 2.589 -0.960
H 1.726 0.311 -0.776 0.478
H -1.296 0.112 -3.412 0.490
H -0.147 4.171 1.603 0.487
H -0.697 -4.147 1.162 0.238

6.
53
Properties=species:S:1:pos:R:3:nbo_charge:R:1 method="wB97M-V/def2-TZVPD" charge=-1 homo_ev=-5.2 e_above_lowest_kcal_mol=14.44
H 1.821 -0.055 -4.140 0.219
H -0.205 0.316 -2.770 0.212
H -3.500 5.323 -2.142 0.212
P -0.677 0.846 -0.032 0.768
H -0.693 1.600 4.876 0.248
C 1.245 -2.881 -0.004 0.025
O -0.831 -1.272 2.564 -1.055
H 4.058 0.151 -3.113 0.217
C 2.359 -6.504 -0.514 0.737
C -2.962 4.456 -1.779 -0.207
Cd -1.604 -1.581 0.584 1.680
C -3.602 3.526 -0.973 -0.194
C -0.657 1.303 2.774 -0.321
O 3.574 -6.242 -0.592 -0.755
O -2.681 0.051 1.779 -1.051
C -0.198 1.723 1.522 -0.327
C -0.673 -4.130 -0.342 0.078
C 0.780 0.419 -2.328 -0.142
H 3.123 -3.950 -0.069 0.250
O -2.295 -0.159 4.198 -0.944
H 4.265 0.634 -0.700 0.217
C 0.889 0.754 -0.977 -0.374
C -2.206 -4.143 -0.475 0.742
H -1.130 4.988 -2.762 0.212
H -4.643 3.664 -0.712 0.215
O -2.743 -5.160 -0.871 -0.628
H 0.725 3.658 4.762 0.217
C 2.044 -3.995 -0.131 -0.235
C 0.467 3.117 3.861 -0.196
C -0.934 3.171 -1.648 -0.232
H 2.250 1.019 0.663 0.226
N -0.088 -2.939 -0.113 -0.632
C 0.911 3.565 2.625 -0.226
C 2.152 0.816 -0.395 -0.221
C 1.914 0.210 -3.094 -0.221
C 1.454 -5.233 -0.362 -0.036
C 0.070 -5.292 -0.466 -0.201
O 1.740 -7.578 -0.535 -0.733
H 0.103 3.030 -1.925 0.221
C -1.567 2.244 -0.823 -0.239
H 1.511 4.464 2.556 0.214
H 1.660 -1.895 0.176 0.186
H -0.413 -6.243 -0.639 0.270
C -2.912 2.421 -0.499 -0.228
C 3.171 0.310 -2.514 -0.201
S -1.718 -0.133 2.887 2.397
C -1.631 4.272 -2.123 -0.215
C 3.288 0.598 -1.164 -0.194
O -2.823 -3.046 -0.156 -0.896
H -3.401 1.694 0.136 0.246
C 0.587 2.875 1.470 -0.133
H 0.944 3.234 0.513 0.212
C -0.320 1.980 3.934 -0.180

Number 1: HOMO-LUMO gap 9.3 eV. Number 2: HOMO-LUMO gap 9.8 eV. Number 3: HOMO-LUMO gap 9.7 eV. Number 4: HOMO-LUMO gap 7.6 eV. Number 5: HOMO-LUMO gap 10.0 eV. Number 6: HOMO-LUMO gap 7.1 eV.